No. 1
Entry from OMol25: C18H19B4Cl40NO6 as an isolated structure at a distorted geometry (ωB97M-V with the def2-TZVPD basis set).

Properties
Kohn-Sham gap = 9.766 eV
spin multiplicity = 1
total charge = 0
E_LUMO = -0.21 eV

Cartesian coordinates (Å):
1 C 5.910704 -2.120450 2.319011
2 C 5.202565 -0.719455 2.255283
3 O 4.743195 -0.506333 0.908359
4 C 3.546958 -1.222111 0.634153
5 C 3.439369 -1.453618 -0.952316
6 B 1.862210 -1.303626 -1.264649
7 O 1.364235 -0.007447 -1.661792
8 B 0.282167 0.234127 -0.766480
9 C 0.113994 1.520405 0.179109
10 C 1.144194 1.577376 1.357924
11 C 0.895125 0.839831 2.747687
12 N 2.270320 2.209617 1.241185
13 O -0.738503 -0.790828 -0.722638
14 B -0.076805 -1.992415 -0.275173
15 B -0.638216 -2.756143 1.097494
16 O 0.089213 -2.935115 2.310271
17 O -1.990544 -3.244868 1.055248
18 C -2.739256 -2.269496 1.836117
19 O 1.038309 -2.456931 -1.074417
20 H 6.835028 -2.068683 1.673082
21 H 5.297680 -2.960337 1.904502
22 H 6.158601 -2.409005 3.380625
23 H 4.315267 -0.631122 2.955805
24 H 5.902262 0.121636 2.521390
25 H 3.461404 -2.213473 1.149970
26 H 2.641784 -0.611320 0.922368
27 H 3.779904 -2.508396 -1.172234
28 H 4.051205 -0.697142 -1.500696
29 H 0.113945 2.489299 -0.385137
30 H -0.904767 1.432206 0.664903
31 H 1.775813 0.165805 2.954695
32 H 0.727296 1.555732 3.587924
33 H -0.004220 0.177931 2.624420
34 H 2.766480 2.102688 2.137683
35 H 0.687274 -2.168918 2.349010
36 H -2.415203 -2.321359 2.915638
37 H -3.816241 -2.542104 1.730863
38 H -2.509054 -1.225566 1.485275
39 C 6.045213 1.440176 5.912400
40 Cl 6.191217 2.800862 7.039550
41 Cl 7.617425 1.126835 5.154361
42 Cl 5.514514 -0.004853 6.793145
43 Cl 4.855011 1.836099 4.657727
44 C -4.761210 -0.407820 -1.090168
45 Cl -5.864834 -1.211083 0.043075
46 Cl -3.815860 0.823264 -0.225828
47 Cl -3.666696 -1.604668 -1.808115
48 Cl -5.703673 0.373270 -2.371522
49 C -6.898156 4.157106 -2.877766
50 Cl -6.801985 3.401235 -4.481871
51 Cl -8.465901 3.787753 -2.133634
52 Cl -5.599430 3.521540 -1.853176
53 Cl -6.721021 5.914138 -3.040695
54 C 0.536307 5.279781 3.411891
55 Cl -0.075479 5.898500 4.956619
56 Cl -0.739657 4.351832 2.599651
57 Cl 1.026405 6.637036 2.382512
58 Cl 1.932006 4.226289 3.706826
59 C 7.993028 -5.536096 0.219628
60 Cl 8.214387 -7.114826 -0.557280
61 Cl 8.272631 -5.690496 1.964680
62 Cl 9.145220 -4.373163 -0.463143
63 Cl 6.339132 -4.964600 -0.063374
64 C 2.303962 -6.529492 0.140856
65 Cl 0.901501 -7.530466 0.562816
66 Cl 1.768438 -4.870064 -0.186454
67 Cl 3.458777 -6.523039 1.486352
68 Cl 3.092305 -7.193421 -1.303129
69 C -10.742210 2.467975 -6.378361
70 Cl -10.772420 0.721073 -6.681421
71 Cl -9.819867 2.793175 -4.899163
72 Cl -9.970600 3.292123 -7.746846
73 Cl -12.402031 3.065121 -6.187710
74 C -7.421386 -0.435333 -8.973556
75 Cl -8.323827 -1.859515 -8.422657
76 Cl -5.951488 -0.956530 -9.817936
77 Cl -8.433113 0.514676 -10.077688
78 Cl -6.978262 0.560007 -7.574454
79 C 4.006068 1.269293 -4.330107
80 Cl 4.552189 -0.419318 -4.325680
81 Cl 2.556201 1.416663 -5.341962
82 Cl 3.624443 1.774561 -2.674946
83 Cl 5.291030 2.302544 -4.985432
84 C -3.978026 4.636660 5.343096
85 Cl -3.905032 5.759469 3.972367
86 Cl -5.672169 4.267038 5.714490
87 Cl -3.124226 3.137235 4.927952
88 Cl -3.212586 5.381073 6.759591

Forces on atoms 1 to 6 (eV/Å):
C 0.3 0.2 0.2
C -0.2 -0.5 0.1
O -0.4 -0.4 0.6
C -0.5 0.0 -1.5
C -0.5 -0.6 0.6
B 1.4 -0.2 -1.5

These are the Mulliken partial charges, in e, on atoms 1 to 4:
1 C -0.719
2 C 0.194
3 O -0.463
4 C 1.206


No. 2
Entry from OMol25: a 3-piece molecular cluster, C18H19BF4O8 overall at a distorted geometry (ωB97M-V with the def2-TZVPD basis set).

Properties
SMILES = C[C@@H](F)CBCCC(F)(F)F.O=C1C=C(O)C(=O)C=C1O.O=C1C=C(O)C(=O)C=C1O
Kohn-Sham gap = 8.075 eV
spin multiplicity = 1
total charge = 0
ΔE to the lowest compared entry with this formula, charge and spin = 0.000 eV
E_LUMO = -1.64 eV

Cartesian coordinates (Å):
1 C 7.024022 -2.501303 -2.848980
2 C 6.024910 -2.592100 -4.011779
3 F 5.691860 -3.912224 -4.177480
4 C 4.782337 -1.743126 -3.717256
5 B 3.426418 -2.303932 -4.302877
6 C 2.132638 -1.392305 -4.285120
7 C 1.109041 -1.755054 -3.196976
8 C 0.816018 -3.212019 -3.065180
9 F -0.399077 -3.351524 -2.484492
10 F 1.645184 -3.819871 -2.251410
11 F 0.752822 -3.856702 -4.191508
12 H 8.025620 -2.358992 -3.234966
13 H 6.784872 -1.667714 -2.213298
14 H 7.001024 -3.411790 -2.267002
15 H 6.505202 -2.203550 -4.899872
16 H 4.926523 -0.772482 -4.180428
17 H 4.640959 -1.643798 -2.646305
18 H 3.377902 -3.401041 -4.757252
19 H 1.630065 -1.341261 -5.243574
20 H 2.456250 -0.378667 -4.067096
21 H 0.171678 -1.279621 -3.438266
22 H 1.380527 -1.389272 -2.219925
23 O -2.587038 3.041138 1.651494
24 C -2.209595 2.325320 0.741209
25 C -1.781233 0.949405 0.933787
26 C -1.357689 0.226653 -0.110798
27 O -0.961103 -1.036767 0.007956
28 C -1.306411 0.802389 -1.496406
29 O -0.887661 0.096597 -2.397457
30 C -1.759548 2.171080 -1.694292
31 C -2.186139 2.891618 -0.649306
32 O -2.610120 4.144132 -0.765924
33 H -1.822848 0.552674 1.937358
34 H -0.715237 -1.340645 -0.888224
35 H -1.733492 2.567738 -2.699320
36 H -2.856196 4.432514 0.135645
37 O -4.766847 3.516940 7.954207
38 C -4.382352 2.800777 7.049110
39 C -3.949236 1.422522 7.243007
40 C -3.524626 0.701290 6.198390
41 O -3.121199 -0.560014 6.312540
42 C -3.475355 1.275062 4.812545
43 O -3.066029 0.569736 3.907136
44 C -3.926507 2.642944 4.614433
45 C -4.355588 3.363871 5.657646
46 O -4.781625 4.616784 5.539059
47 H -3.987879 1.021813 8.245955
48 H -2.866556 -0.846002 5.412942
49 H -3.898955 3.034127 3.608288
50 H -5.029730 4.904652 6.440062

Forces on atoms 1 to 6 (eV/Å):
C 0.1 -0.1 -0.7
C 0.1 1.2 1.6
F 0.0 -0.7 -0.4
C -0.4 -1.2 -1.2
B 0.0 0.1 -0.1
C 0.7 0.1 0.6

These are the Mulliken partial charges, in e, on atoms 1 to 4:
1 C -1.320
2 C 0.578
3 F -0.367
4 C -0.886


No. 3
Entry from OMol25: a 2-piece molecular cluster, C18H19Br2NO2 overall at a distorted geometry (ωB97M-V with the def2-TZVPD basis set).

Properties
SMILES = COc1ccc(C=C2C=C(Br)C(=O)C(Br)=C2)cc1.C1CCNC1
Kohn-Sham gap = 6.761 eV
spin multiplicity = 1
total charge = 0
E_LUMO = -1.15 eV

Cartesian coordinates (Å):
1 C 3.820651 2.342821 4.240777
2 O 2.760026 2.842149 3.391835
3 C 1.993196 1.925918 2.744899
4 C 2.208091 0.528840 2.855950
5 C 1.483307 -0.339124 2.063046
6 C 0.498565 0.134973 1.143692
7 C -0.198480 -0.744913 0.259882
8 C 0.357974 -1.908073 -0.295212
9 C -0.478829 -2.904350 -0.917437
10 C 0.028502 -4.053865 -1.448681
11 Br -1.080621 -5.379501 -2.207395
12 C 1.499294 -4.337953 -1.451499
13 O 1.982532 -5.361135 -1.942836
14 C 2.337503 -3.276828 -0.824732
15 Br 4.198194 -3.569179 -0.752108
16 C 1.780742 -2.137685 -0.321229
17 C 0.217803 1.534480 1.148619
18 C 0.965470 2.409705 1.896156
19 H 4.309204 3.240516 4.613744
20 H 3.411205 1.753313 5.076679
21 H 4.534281 1.727078 3.668412
22 H 2.958275 0.134266 3.542665
23 H 1.671137 -1.410872 2.155083
24 H -1.247264 -0.529121 0.035476
25 H -1.557186 -2.748319 -0.942662
26 H 2.453820 -1.393884 0.093271
27 H -0.581028 1.906949 0.507673
28 H 0.801635 3.484675 1.852736
29 C -3.753261 0.859658 -3.007552
30 C -3.705676 2.089009 -2.068602
31 C -2.500415 1.886332 -1.142969
32 N -1.891611 0.603552 -1.492559
33 C -2.570892 -0.040619 -2.616210
34 H -4.700773 0.324403 -2.936004
35 H -3.609923 1.190002 -4.039678
36 H -3.540333 2.993938 -2.658370
37 H -4.623190 2.205197 -1.490294
38 H -1.777578 2.712212 -1.248872
39 H -2.791462 1.857909 -0.084658
40 H -0.887292 0.664105 -1.626407
41 H -2.887420 -1.043466 -2.302093
42 H -1.888170 -0.173116 -3.472537

Forces on atoms 1 to 6 (eV/Å):
C -0.4 0.1 -0.4
O 0.1 -0.5 0.2
C 0.1 -0.7 -0.3
C 0.0 0.9 0.1
C -0.7 0.2 -0.7
C 1.0 1.0 1.1

These are the Mulliken partial charges, in e, on atoms 1 to 4:
1 C -0.822
2 O -0.446
3 C 0.902
4 C -0.402


No. 4
Entry from OMol25: C18H19Br4N3O3ReS as an isolated structure at a distorted geometry (ωB97M-V with the def2-TZVPD basis set).

Properties
Kohn-Sham gap (alpha / beta) = 6.146 / 5.353 eV
spin multiplicity = 4
total charge = +2
ΔE to the lowest compared entry with this formula, charge and spin = 2.014 eV
E_LUMO (alpha / beta) = -7.85 / -8.75 eV

Cartesian coordinates (Å):
1 Re -0.507265 0.323683 -0.266565
2 Br 5.138018 -3.916172 -0.352058
3 C 3.953963 -2.490490 -0.631655
4 C 4.451235 -1.193501 -0.861002
5 Br 6.262648 -1.042572 -1.290073
6 C 3.660774 -0.067116 -0.920747
7 Br 4.416875 1.676901 -1.079209
8 C 2.242288 -0.137340 -0.741438
9 O 1.470451 0.886295 -0.592928
10 C 1.675815 -1.502305 -0.660582
11 O 0.385705 -1.584273 -0.460457
12 C 2.529538 -2.643288 -0.638667
13 Br 1.848028 -4.409160 -0.818784
14 O 2.530075 4.588806 -0.023902
15 C 2.470390 4.478038 1.409193
16 C 1.753102 3.238953 1.852486
17 C 0.185570 3.229351 1.791904
18 C -0.460700 3.224743 0.442248
19 C -0.421480 4.315710 -0.444917
20 C -0.896863 4.223016 -1.751211
21 C -1.326117 3.005023 -2.251234
22 C -1.513556 1.935146 -1.353534
23 N -1.019588 2.086779 -0.053538
24 H 3.001126 3.781075 -0.363292
25 H 1.957562 5.376429 1.726631
26 H 3.477756 4.480966 1.865163
27 H 1.847672 3.148155 2.991370
28 H 2.156026 2.326581 1.361920
29 H -0.062842 4.229917 2.277184
30 H -0.131503 2.463094 2.482426
31 H 0.104284 5.215548 -0.107967
32 H -0.736780 5.145361 -2.322792
33 H -1.671418 2.937284 -3.242838
34 H -2.382604 1.245355 -1.459047
35 S -2.132164 -0.721621 0.735296
36 C -2.662020 -2.458744 0.426643
37 N -1.771041 -3.402897 0.151682
38 C -2.012907 -4.857133 0.083035
39 C -3.449911 -5.172428 0.516626
40 C -4.464933 -4.055326 0.130648
41 N -4.008443 -2.721120 0.470450
42 H -0.845288 -3.026344 0.015669
43 H -1.297024 -5.395427 0.761743
44 H -1.740971 -5.193372 -0.879174
45 H -3.387120 -5.200399 1.623478
46 H -3.859512 -6.175499 0.200008
47 H -5.411790 -4.178194 0.656998
48 H -4.634954 -4.058560 -0.991437
49 H -4.710122 -1.958940 0.586262

Forces on atoms 1 to 6 (eV/Å):
Re 3.2 -3.9 -0.7
Br -0.7 0.4 -0.1
C -2.3 -0.9 0.1
C 1.1 1.0 -0.6
Br 0.0 0.2 0.2
C -0.8 1.0 0.3

These are the Mulliken partial charges, in e, on atoms 1 to 4:
1 Re 1.191
2 Br -0.010
3 C -0.097
4 C 0.538


No. 5
Entry from OMol25: C18H19BrCl2N3ORu as an isolated structure (ωB97M-V with the def2-TZVPD basis set).

Properties
Kohn-Sham gap (alpha / beta) = 7.592 / 5.748 eV
spin multiplicity = 5
total charge = +1
E_LUMO (alpha / beta) = -3.96 / -5.95 eV

Cartesian coordinates (Å):
1 Ru -0.045676 -0.954323 -0.316835
2 Cl 5.142924 -0.838219 -0.449218
3 C 4.193633 -0.862389 0.949399
4 C 4.773965 -0.919874 2.201853
5 C 3.986533 -0.942005 3.341237
6 Cl 4.753870 -1.014760 4.854496
7 C 2.540939 -0.905745 3.282735
8 C 1.696770 -0.929604 4.403251
9 C 0.338889 -0.892497 4.210851
10 C -0.165979 -0.827248 2.909114
11 N 0.620310 -0.806819 1.843992
12 C 1.949032 -0.847466 2.029287
13 C 2.753999 -0.834751 0.796691
14 O 2.206247 -0.807222 -0.317027
15 H 5.851202 -0.951792 2.292381
16 H 2.116286 -0.977325 5.399643
17 H -0.343320 -0.910700 5.049906
18 H -1.231743 -0.797181 2.720454
19 C -2.345784 -0.973325 -3.097584
20 C -1.093378 -0.105431 -3.128963
21 C -0.658476 0.146928 -4.575791
22 C 0.068963 -0.728456 -2.362392
23 H -3.196929 -0.449349 -3.538799
24 H -2.623270 -1.279516 -2.088395
25 H -2.184715 -1.890905 -3.671690
26 H -1.326591 0.868969 -2.689945
27 H -0.378390 -0.794178 -5.057669
28 H 0.201422 0.819161 -4.624866
29 H -1.467628 0.592993 -5.157666
30 H 0.974586 -0.115725 -2.441124
31 H 0.308140 -1.724500 -2.744832
32 Br -1.021213 -3.149467 -0.184961
33 N -3.047858 -0.084549 0.607105
34 C -2.373605 1.048993 0.246029
35 C -3.013819 2.298604 0.231471
36 C -2.297061 3.416310 -0.099582
37 C -0.936728 3.309316 -0.413109
38 C -0.382737 2.062439 -0.383852
39 N -1.077041 0.944139 -0.059916
40 H -4.050955 -0.033031 0.652324
41 H -2.682195 -0.985089 0.331889
42 H -4.066267 2.358091 0.477104
43 H -2.787238 4.381749 -0.120975
44 H -0.340462 4.171032 -0.676163
45 H 0.661368 1.914721 -0.629864

Forces on atoms 1 to 6 (eV/Å):
Ru 0.1 -0.1 -0.2
Cl 0.0 0.0 -0.1
C -0.2 0.0 0.0
C -0.1 0.0 0.1
C -0.1 0.0 0.0
Cl 0.0 0.0 0.1

These are the Mulliken partial charges, in e, on atoms 1 to 4:
1 Ru 0.686
2 Cl -0.117
3 C 0.290
4 C -0.692


No. 6
Entry from OMol25: C18H19BrHfN14O as an isolated structure (ωB97M-V with the def2-TZVPD basis set).

Properties
Kohn-Sham gap = 7.736 eV
spin multiplicity = 1
total charge = +2
ΔE to the lowest compared entry with this formula, charge and spin = 0.000 eV
E_LUMO = -6.77 eV

Cartesian coordinates (Å):
1 Hf -0.045471 0.061397 -0.082076
2 N 2.622433 0.627687 2.365780
3 C 1.771583 1.640101 2.021998
4 N 1.979965 2.934105 2.162798
5 N 0.916796 3.522681 1.588770
6 N 0.103348 2.646328 1.121119
7 N 0.601931 1.405310 1.410324
8 C 2.572502 -0.578432 1.713157
9 N 3.414783 -1.564294 1.894365
10 N 3.034407 -2.509511 1.002738
11 N 2.034058 -2.132125 0.316381
12 N 1.675153 -0.864942 0.741546
13 H 3.442287 0.839110 2.916713
14 C -0.851127 -4.245518 0.540959
15 C -0.588071 -3.100666 -0.367112
16 O -0.783573 -1.907806 0.030324
17 N -0.204591 -3.293007 -1.613064
18 C 0.200645 -2.186655 -2.474395
19 C -0.924147 -1.265003 -2.892556
20 C -1.674152 -1.524841 -4.022228
21 C -2.681985 -0.643537 -4.389807
22 C -2.907939 0.482244 -3.616142
23 C -2.121100 0.679642 -2.497758
24 N -1.148655 -0.170029 -2.135702
25 H -0.741009 -3.915994 1.569831
26 H -0.169909 -5.070745 0.339518
27 H -1.874120 -4.596045 0.385072
28 H 0.030925 -4.234040 -1.893274
29 H 0.659236 -2.621608 -3.360508
30 H 1.017763 -1.649423 -1.971780
31 H -1.463610 -2.405377 -4.614303
32 H -3.276224 -0.833558 -5.273679
33 H -3.679673 1.197032 -3.862551
34 H -2.283477 1.540957 -1.860714
35 N -2.491680 1.712363 1.361730
36 C -3.716086 1.608886 1.865806
37 C -4.199123 0.348951 1.548380
38 C -3.182844 -0.248080 0.827102
39 N -2.120523 0.578779 0.719548
40 H -1.812013 2.469866 1.418570
41 H -4.159200 2.426798 2.410246
42 H -5.155722 -0.070176 1.804413
43 H -3.143000 -1.229455 0.386854
44 Br 4.210091 3.945431 -3.912210
45 C 3.068243 2.863030 -2.932431
46 C 3.500362 1.631625 -2.451435
47 C 2.627733 0.867091 -1.711062
48 N 1.364332 1.257468 -1.441984
49 C 0.956594 2.447471 -1.924099
50 C 1.766411 3.276985 -2.663771
51 H 4.503695 1.275172 -2.634391
52 H 2.944080 -0.085363 -1.306105
53 H -0.050461 2.764273 -1.679981
54 H 1.391435 4.229129 -3.009035

Forces on atoms 1 to 6 (eV/Å):
Hf -0.4 -0.3 -0.2
N -0.1 0.0 -0.1
C 0.2 -0.1 0.0
N -0.2 0.1 -0.1
N 0.2 -0.1 0.0
N 0.0 0.1 0.2

These are the Mulliken partial charges, in e, on atoms 1 to 4:
1 Hf 1.578
2 N -0.052
3 C 0.391
4 N -0.412